Entry 1:
23
Properties=species:S:1:pos:R:3:mulliken_charge:R:1 method="wB97M-V/def2-TZVPD" relative_energy_ev=6.679 gap_ev="8.03 / 8.65" spin_multiplicity=1 total_energy_ev=-11471.0911 total_charge=0 homo_energy_ev="-7.7443 / -8.7097"
C -1.3870 -0.6800 0.0172 0.85
C -0.2296 0.0616 0.6260 -0.56
C 1.7796 2.6457 -0.5748 -0.77
C -1.4047 -2.1182 0.5462 -1.50
C -2.7203 0.0205 0.3021 -1.46
N 1.1319 1.8831 0.4530 -0.50
C 2.6347 -0.8088 -0.7994 -0.21
O 0.2128 1.0942 -0.0954 0.09
N 2.3612 -1.1404 0.3690 -0.62
H -1.2269 -0.7055 -1.0661 0.21
H 1.2419 -0.7137 0.6542 0.40
H -0.2529 0.2245 1.7012 0.46
H 2.8544 2.6590 -0.3858 0.28
H 1.6304 2.2682 -1.5950 0.35
H 1.4100 3.6778 -0.5558 0.30
H -1.5578 -2.1253 1.6253 0.33
H -3.5411 -0.5259 -0.1621 0.41
H -0.4653 -2.6264 0.3323 0.41
H -2.2124 -2.6824 0.0833 0.41
H -2.7207 1.0323 -0.1001 0.35
H -2.8997 0.0747 1.3758 0.35
H 1.9574 -0.1675 -1.3968 0.11
H 3.4038 -1.3475 -1.3543 0.32

Entry 2:
23
Properties=species:S:1:pos:R:3:mulliken_charge:R:1 method="wB97M-V/def2-TZVPD" relative_energy_ev=5.350 gap_ev="8.02 / 7.21" spin_multiplicity=1 total_energy_ev=-11472.4199 total_charge=0 homo_energy_ev="-7.3656 / -7.2296"
C 0.4790 1.6710 -2.0795 -0.77
C -0.8978 0.5948 -0.2534 -0.17
C -2.2331 0.4855 -0.5491 -0.97
O 0.1344 0.4872 -1.3672 -0.27
H -0.6020 1.4470 0.3578 0.38
H 0.6720 2.5313 -1.4289 0.31
H -0.3228 1.9345 -2.7689 0.26
H 1.3817 1.4600 -2.6557 0.26
H -2.9417 1.0594 0.0292 0.29
H -2.6070 -0.2509 -1.2457 0.36
C 2.1690 0.0352 1.1310 -1.31
C -0.1625 -0.8989 0.6595 0.68
N -0.7517 -2.1141 0.1383 -0.65
N -0.5040 -0.6863 2.0371 -0.54
C 1.2089 -0.7168 0.2815 -0.41
H -1.5067 -0.5464 2.1236 0.27
H -0.2135 -1.4694 2.6109 0.28
H -0.4474 -2.2835 -0.8155 0.27
H -1.7606 -1.9804 0.1089 0.35
H 1.6374 -1.3792 -0.4584 0.38
H 3.0701 0.3076 0.5809 0.37
H 1.7064 0.9062 1.5942 0.31
H 2.4919 -0.5937 1.9693 0.32

Entry 3:
23
Properties=species:S:1:pos:R:3:mulliken_charge:R:1 method="wB97M-V/def2-TZVPD" relative_energy_ev=1.720 gap_ev=8.90 spin_multiplicity=1 total_energy_ev=-11476.0504 total_charge=0 homo_energy_ev=-8.0335
C 0.2381 -0.3681 -0.9969 -0.94
C 2.2617 0.3838 0.3947 -0.76
C -1.4846 -1.1318 0.5721 -0.58
C -2.0446 0.4831 -1.1536 -0.99
C -1.3700 -0.1875 1.7756 -0.87
N -1.1703 -0.5888 -0.7334 0.13
C 0.9099 0.7511 -0.2101 0.79
N 3.1629 0.0129 -0.6945 -0.56
O 0.4507 1.8595 -0.0881 -0.56
H 3.2905 0.7978 -1.3120 0.22
H 4.0732 -0.2372 -0.3208 0.24
H 0.3382 -0.1181 -2.0593 0.35
H 0.7788 -1.3006 -0.8196 0.33
H 2.1442 -0.4753 1.0405 0.37
H 2.6262 1.2465 0.9880 0.34
H -0.8371 -2.0125 0.7288 0.29
H -2.5047 -1.5008 0.5125 0.38
H -1.8586 0.6884 -2.2078 0.30
H -3.0761 0.1495 -1.0415 0.34
H -1.9094 1.4190 -0.6004 0.34
H -1.7126 -0.6903 2.6687 0.41
H -0.3356 0.1143 1.9323 0.17
H -1.9708 0.7052 1.6250 0.27

Entry 4:
23
Properties=species:S:1:pos:R:3:mulliken_charge:R:1 method="wB97M-V/def2-TZVPD" relative_energy_ev=2.964 gap_ev=7.61 spin_multiplicity=1 total_energy_ev=-11474.8059 total_charge=0 homo_energy_ev=-6.8165
C -0.7609 2.3501 -0.3360 -1.30
C -1.1531 -0.0327 0.5415 0.53
C -0.5985 1.2325 0.6358 0.45
N -2.3292 -0.2581 -0.1418 -0.51
N -0.9052 -0.8447 1.6552 -0.68
O 0.3481 1.4601 1.6061 -0.62
H 0.4351 0.5892 2.0575 0.38
H -2.8239 0.5731 -0.4458 0.15
H -2.9570 -0.9391 0.2666 0.18
H -1.4037 -0.5307 2.4845 0.22
H -1.1638 -1.8054 1.4417 0.28
H -1.6339 2.2484 -0.9865 0.33
H -0.8486 3.3098 0.1806 0.35
H 0.1142 2.3874 -0.9939 0.24
C 2.6455 -1.2272 -0.2135 -1.07
C 1.7676 -0.6687 -1.2833 0.32
C 0.4852 -1.0835 -1.4963 -0.93
H 2.1549 0.1617 -1.8657 0.34
H 2.5736 -0.6090 0.6912 0.16
H 3.6987 -1.3198 -0.4881 0.38
H 2.2956 -2.2348 0.0577 0.29
H 0.0999 -1.9479 -0.9574 0.18
H -0.0406 -0.8108 -2.4101 0.29

Entry 5:
23
Properties=species:S:1:pos:R:3:mulliken_charge:R:1 method="wB97M-V/def2-TZVPD" relative_energy_ev=3.870 gap_ev=8.78 spin_multiplicity=1 total_energy_ev=-11473.8997 total_charge=0 homo_energy_ev=-7.9978
C -2.3909 -0.4802 0.4652 -0.97
C -0.6255 -0.2399 2.1124 -0.93
N -0.9762 -0.2544 0.7012 0.28
C 0.2478 -1.1651 -0.2984 -0.23
O 0.9794 -1.8999 0.3402 -0.65
H -0.3999 -1.5279 -1.1154 0.38
H -2.9997 0.2298 1.0330 0.32
H -2.6021 -0.3472 -0.5937 0.32
H -0.9711 0.6865 2.5853 0.34
H -1.0801 -1.0889 2.6268 0.34
H -2.6608 -1.4972 0.7633 0.36
H 0.4542 -0.3263 2.2157 0.31
C 0.7860 0.4571 -2.2857 -1.54
C 2.1314 0.6776 -0.1457 -1.50
C 0.7719 0.3898 -0.7639 1.30
N -0.3548 1.0288 -0.1986 -0.60
H -0.1098 1.7078 0.5215 0.31
H 1.4651 -0.2949 -2.6886 0.33
H -0.2114 0.2809 -2.6852 0.39
H 2.0911 0.6338 0.9424 0.29
H 2.8485 -0.0769 -0.4690 0.35
H 1.1198 1.4396 -2.6229 0.37
H 2.4870 1.6672 -0.4399 0.41

Entry 6:
24
Properties=species:S:1:pos:R:3:mulliken_charge:R:1 method="wB97M-V/def2-TZVPD" relative_energy_ev=1.426 gap_ev=9.66 spin_multiplicity=1 total_energy_ev=-13524.1983 total_charge=0 homo_energy_ev=-9.0454
C 2.7355 1.5539 -1.2668 -1.24
C 2.0671 -1.4901 0.8178 -0.82
C 1.8642 0.6289 -0.4777 0.79
O 0.7694 0.2519 -0.8857 -0.63
N 2.4818 -0.0986 0.5100 -0.27
H 3.3498 2.2997 -0.7683 0.39
H 3.4785 0.0117 0.5600 0.25
H 1.0923 -1.6500 0.3198 0.27
H 3.3992 1.1014 -1.9982 0.32
H 2.0483 2.1307 -1.9138 0.32
H 2.7389 -2.1194 0.2209 0.34
H 2.0453 -1.4964 1.9085 0.27
C -2.6939 -1.0784 -1.3503 -0.88
C -2.0153 0.9020 1.7739 -1.09
C -2.5064 -0.2499 0.9562 0.79
O -3.1402 -1.1867 1.4096 -0.64
N -2.2283 -0.1076 -0.3716 -0.19
H -1.4995 0.5743 -0.6207 0.25
H -3.6018 -1.4577 -0.8550 0.32
H -1.9605 1.9054 1.2971 0.32
H -2.9960 -0.5651 -2.2819 0.31
H -1.9676 -1.7557 -1.7861 0.27
H -2.4901 1.1554 2.7332 0.33
H -0.9709 0.7404 2.0692 0.21